[1]
The following is a DFT calculation (wB97M-V/def2-TZVPD) of H20O18SV2 as an isolated structure at a distorted geometry.

```
41
Properties=species:S:1:pos:R:3:forces:R:3
O 1.14109 3.74691 1.30407 0.354 0.956 -0.586
V 0.15864 4.04374 0.06705 1.889 -2.767 1.009
O -1.29913 4.08408 0.62554 -2.364 1.085 0.101
O -0.91681 -2.72613 -1.67025 -1.216 0.621 0.965
V -2.00060 -2.09161 -0.68750 1.500 -0.582 -0.892
O -3.20511 -3.09124 -0.63407 -0.219 -0.321 -0.165
S 0.26554 0.56236 0.03586 1.815 0.533 1.278
O -0.88113 -0.33416 -0.08056 -1.290 -0.752 -0.401
O 1.30886 0.02211 -0.79617 1.450 -0.761 -0.674
O -0.08278 1.89723 -0.39900 -0.858 2.226 -1.659
O 0.74919 0.65908 1.39371 -0.151 -0.393 0.832
O 1.47194 -1.83090 1.84745 -0.291 -1.635 0.441
H 1.12723 -0.95065 1.69724 -0.111 0.766 0.052
H 2.11844 -1.95721 1.15295 0.649 -0.038 -0.194
O -1.59834 1.79926 -2.60516 -0.794 -0.002 -1.148
H -1.96578 2.67092 -2.75151 -0.227 0.171 -0.075
H -0.96455 1.92156 -1.89835 0.393 -0.092 1.194
O -3.02675 -0.64847 -2.06850 -0.019 -0.774 0.432
H -2.62925 0.02806 -2.61671 0.947 0.660 0.015
H -3.95333 -0.63805 -2.30845 -0.263 -0.389 0.293
O 0.59840 0.17789 -3.20649 -0.235 -0.093 -1.695
H -0.00766 0.91869 -3.21856 -0.214 0.096 -0.305
H 0.84948 0.08819 -2.28718 0.173 -0.445 0.466
O -2.94553 -0.91051 1.00901 -1.276 -0.546 0.243
H -2.07843 -0.54347 0.83678 0.844 1.319 0.612
H -3.29570 -0.37504 1.72096 -0.219 -0.025 0.138
O 2.85494 1.71987 -2.36664 0.760 0.794 -0.178
H 2.57664 1.43265 -3.23628 -0.269 -0.222 -0.122
H 2.32629 1.19970 -1.76152 -0.148 -0.228 0.329
O -0.85828 1.10980 3.40819 -0.964 0.059 0.767
H -0.23888 0.87699 2.71656 0.418 0.185 -0.531
H -0.94446 0.31289 3.93140 0.009 -0.139 0.210
O 2.67665 0.47628 3.53251 0.423 0.129 0.534
H 2.43716 -0.39723 3.84214 -0.033 -0.243 -0.102
H 2.05842 0.65787 2.82467 -0.118 0.246 -0.331
O -0.98229 -2.96685 1.28717 -1.224 0.042 -0.738
H -0.03445 -2.94476 1.41887 1.292 0.810 0.047
H -1.24897 -3.82878 1.60683 -0.426 -0.197 -0.120
O 3.44540 -1.65959 -0.27447 0.359 -0.554 0.131
H 4.22624 -1.43906 -0.78229 0.193 0.015 0.022
H 2.76764 -1.07240 -0.60928 -0.538 0.482 -0.194
```
Forces are in eV/Å.

As for the lowest unoccupied orbital energy (spin up / spin down): 1.8 / 1.8 eV. The calculation puts the molecular weight at 442.1 g/mol. Its spin multiplicity is 2. Its max |F| is 3.50 eV/Å. Its expectation value of S² is 0.76. The gap between HOMO and LUMO (spin up / spin down) comes out at 6.751 / 8.456 eV. As for the charge: -1.


[2]
The following is a DFT calculation (wB97M-V/def2-TZVPD) of an isolated ion of composition C5H15N2O and charge +1 at a distorted geometry.

```
23
Properties=species:S:1:pos:R:3:forces:R:3
N 2.52286 0.84178 -0.18282 -6.611 -0.447 2.498
C 2.35780 0.48560 1.30078 -0.056 1.083 3.524
C 1.21620 -0.52857 1.44664 -0.372 -3.087 -0.848
N 0.18971 -0.45463 0.41056 -0.531 -0.079 0.139
C -0.69560 0.78482 0.48492 2.053 -2.677 -3.669
C -1.41711 0.67639 -0.93149 -3.216 5.113 2.988
C -2.61979 -0.34558 -1.09983 3.121 1.327 0.621
O -1.91291 -1.57447 -1.27033 -0.225 -0.420 -4.029
H 2.53355 1.81566 -0.26037 -0.514 2.061 -0.385
H 3.36988 0.59410 -0.39190 6.113 -2.458 -2.327
H 1.68619 0.37172 -0.77230 1.436 0.536 1.668
H 3.27398 -0.00574 1.79814 -1.009 0.824 -1.575
H 2.23775 1.46947 2.03922 -0.023 -2.211 -2.575
H 1.60814 -1.57596 1.42113 0.597 0.610 -1.221
H 0.83755 -0.80009 2.41124 -0.463 1.806 1.455
H -0.39098 -1.35268 0.21555 1.496 2.089 0.588
H 0.05403 1.61382 0.50666 -1.081 -0.148 0.059
H -1.34527 0.78247 1.30471 -0.981 0.185 1.290
H -0.67141 0.74767 -1.65941 1.032 -0.992 -1.486
H -1.78595 1.81015 -1.00972 -0.084 -2.166 -0.083
H -3.14197 -0.51659 -0.20271 -0.557 0.310 1.468
H -3.38316 0.04523 -1.77837 0.468 -0.733 -0.779
H -1.61605 -1.54950 -2.25950 -0.593 -0.527 2.680
```
Forces are in eV/Å.

As for the lowest unoccupied orbital energy: -3.3 eV. The calculation puts the molecular weight at 119.2 g/mol. For the relative energy (zero: lowest compared OMol25 entry of this formula, charge and spin), the calculation gives 4.226 eV. Its structure (SMILES) is [NH3+]CCNCCCO. Its max |F| is 7.08 eV/Å. The gap between HOMO and LUMO comes out at 9.770 eV. As for the charge: +1.


[3]
The following is a DFT calculation (wB97M-V/def2-TZVPD) of C12H11N3O4S as an isolated structure at a distorted geometry.

```
31
Properties=species:S:1:pos:R:3:forces:R:3
C -3.81560 2.13743 2.40966 -1.235 4.493 -2.190
C -2.59539 1.46278 2.25406 5.870 -1.695 -3.277
C -2.40021 0.34088 2.93761 7.192 -2.256 -2.079
N -1.15343 -0.42285 2.75940 0.236 2.552 -1.039
C -0.11677 0.05894 1.84790 -4.523 -8.658 7.834
C -0.35362 0.96115 0.99967 2.046 5.657 -6.278
C -1.45762 1.59984 1.21655 -8.751 8.638 0.062
H -1.74524 2.77014 0.50226 1.153 -3.914 1.923
H 0.31904 1.36744 0.17432 -0.837 -0.944 1.358
N 0.84107 -0.91361 1.68663 1.124 -2.122 0.919
S 2.13959 -0.52599 0.85714 10.458 3.664 7.055
O 2.53656 0.95959 1.07407 -2.333 -4.100 -1.270
O 3.39674 -1.33276 1.50065 -5.602 1.562 -3.229
C 1.95971 -0.71170 -0.79110 6.953 3.748 1.620
C 0.93188 -1.09208 -1.35018 -12.710 -7.234 -1.777
C 0.84772 -1.47322 -2.68923 0.826 2.545 0.666
C 1.96185 -0.97737 -3.39636 -8.511 -5.883 -9.030
C 3.05358 -0.51161 -2.94280 4.883 4.856 1.519
C 2.96572 -0.19588 -1.58133 4.391 -1.528 -0.074
H 3.94029 0.00240 -1.13580 -0.459 0.867 0.384
H 3.85641 -0.05576 -3.66779 -1.402 -1.244 1.869
H 1.68922 -1.25739 -4.68261 1.408 1.099 3.851
N -0.51612 -1.92904 -3.31355 8.470 0.992 -4.433
O -0.48148 -2.18782 -4.49046 0.694 -0.384 -1.334
O -1.42816 -1.92780 -2.68039 -7.370 -0.025 6.205
H 0.01490 -1.48155 -0.62943 2.099 1.140 -1.928
H 1.01226 -1.68423 2.39725 -0.538 1.501 -1.099
H -3.08095 -0.05400 3.56755 -1.875 -1.515 2.216
H -4.34049 2.05043 1.43396 -0.380 0.013 0.775
H -4.35038 1.74061 3.23714 -0.732 -0.041 0.526
H -3.63108 3.28301 2.49519 -0.544 -1.786 0.254
```
Forces are in eV/Å.

As for the lowest unoccupied orbital energy: -1.0 eV. The calculation puts the molecular weight at 293.3 g/mol. For the relative energy (zero: lowest compared OMol25 entry of this formula, charge and spin), the calculation gives 11.752 eV. Its max |F| is 14.73 eV/Å. The gap between HOMO and LUMO comes out at 8.136 eV.


[4]
The following is a DFT calculation (wB97M-V/def2-TZVPD) of one molecule with the formula C3H3ClN2O2 at a distorted geometry.

```
11
Properties=species:S:1:pos:R:3:forces:R:3
H -2.09620 -0.71999 1.08638 -0.408 -0.091 0.924
N -1.74489 -0.77174 0.15480 0.409 0.353 -0.434
C -0.72554 -0.04404 0.03812 0.744 0.424 -0.811
C 0.18753 0.73730 0.91900 -0.502 -0.390 -0.519
Cl -0.15865 1.31599 2.50830 0.021 -0.351 -0.502
C 1.34361 0.83473 0.24999 0.328 0.847 -0.169
O 1.31613 0.33475 -0.99723 0.132 0.031 -0.048
N -0.09701 0.03475 -1.32426 0.071 -0.482 2.044
O -0.12216 -1.17802 -1.93010 -0.062 -1.268 0.793
H 2.27664 1.37100 0.51654 -0.751 -0.624 -0.093
H -0.17947 -1.91472 -1.22155 0.018 1.550 -1.185
```
Forces are in eV/Å.

As for the lowest unoccupied orbital energy: 0.5 eV. The calculation puts the molecular weight at 134.5 g/mol. For the relative energy (zero: lowest compared OMol25 entry of this formula, charge and spin), the calculation gives 4.123 eV. Its structure (SMILES) is [H]/N=c1\c(Cl)con1O. Its max |F| is 2.10 eV/Å. The gap between HOMO and LUMO comes out at 9.754 eV.